Entry 1:
14
Properties=species:S:1:pos:R:3:forces:R:3 method="wB97M-V/def2-TZVPD" lumo_energy_ev=1.0310 orbital_gap_ev=9.304 charge=0 homo_energy_ev=-8.3 molar_mass_g_mol=88.11
O 1.85919 1.12232 0.33950 -0.2754 -0.3372 -0.4387
C 1.63665 -0.64618 -0.24598 -0.1843 -0.4045 0.2635
C 0.23524 -0.97193 0.20407 -0.0601 0.1499 -0.0132
C -0.81928 -0.20232 -0.56984 0.0331 -0.0960 -0.0288
C -1.90174 0.52085 0.10774 -0.1576 -0.1113 0.0307
O -0.76879 1.23277 -0.39823 -0.0293 -0.0900 0.0729
H 0.92426 1.42704 0.25816 0.3521 0.0013 0.0249
H 2.08190 0.81013 -0.61282 -0.0230 0.3970 0.3361
H 2.34553 -1.10063 0.46148 -0.1312 0.1673 -0.1199
H 0.11262 -2.05008 -0.00452 0.0576 0.2370 0.0061
H 0.06379 -0.84736 1.28840 0.0783 0.0302 -0.2006
H -0.95674 -0.49566 -1.61321 0.0261 0.0907 0.2471
H -1.97477 0.46842 1.19663 0.0699 0.0238 -0.2592
H -2.83787 0.73263 -0.41139 0.2439 -0.0584 0.0790

Entry 2:
14
Properties=species:S:1:pos:R:3:forces:R:3 method="wB97M-V/def2-TZVPD" lumo_energy_ev=-5.3845 orbital_gap_ev=4.363 charge=0 homo_energy_ev=-9.7 molar_mass_g_mol=96.09
N 2.04168 0.14722 -0.68482 0.2888 -0.5597 -0.5443
C 1.74943 -0.27290 0.50838 1.0516 0.4947 1.0050
N 0.75367 -1.01661 0.95694 -0.7466 0.0655 -0.6858
O -0.44305 -0.76700 -1.61799 0.4621 0.0347 -0.3927
H 2.48714 0.06270 1.25606 -0.2580 0.1677 0.1170
H 1.31500 -0.06451 -1.38958 -0.6658 0.4300 0.2253
H -0.21786 -1.19706 -0.79109 -0.1291 -0.7718 0.3151
H 0.57613 -0.84143 1.95178 0.2789 -0.2719 -0.0830
H -1.33512 1.26025 -0.02786 -0.1545 -0.2528 0.0910
H -3.06662 0.03950 0.43153 0.4873 -0.0616 -0.5633
O -0.48867 1.74875 0.23752 0.6207 -0.0755 0.1950
H 0.07606 1.04476 0.58892 -0.4743 0.5064 -0.2027
H -1.17242 -0.20798 -1.27882 -0.3564 -0.1044 -0.3278
O -2.27538 0.06429 -0.14097 -0.4047 0.3987 0.8513

Entry 3:
20
Properties=species:S:1:pos:R:3:forces:R:3 method="wB97M-V/def2-TZVPD" lumo_energy_ev=3.5614 orbital_gap_ev=3.733 charge=-2 homo_energy_ev=-0.2 molar_mass_g_mol=270.48
Mg -0.17207 -0.04859 -0.35723 2.0321 0.4192 1.0153
S 0.34805 1.06709 2.80705 -0.4594 0.4427 0.2903
O 0.12702 0.57325 1.38853 -0.1825 0.3795 0.6202
O 1.78382 1.17225 3.07054 -0.1529 -0.0915 0.0371
O -0.30650 2.40926 2.90195 -0.0587 -0.2559 -0.1493
O -0.32259 0.10372 3.71831 0.0473 0.1012 -0.1601
S 2.32918 -0.59866 -0.84100 -1.1820 -0.4229 -0.9570
O 1.54301 0.65857 -1.17995 0.5384 0.2240 -0.5866
O 3.32480 -0.32887 0.15994 0.4349 -0.3086 -0.0122
O 1.17336 -1.47484 -0.35764 0.3641 -0.8993 0.2653
O 2.83443 -1.27367 -2.05985 0.2759 0.5618 0.0320
O -1.42640 -1.47440 0.34190 -1.1638 -0.4621 -0.1988
H -2.35711 -1.37605 0.55548 0.0305 0.1177 0.3660
H -1.29512 -2.40444 0.14066 0.4751 -0.0066 -0.0205
O -0.65666 -0.59453 -2.37707 -0.9303 -0.0207 -0.4234
H -1.44128 -0.33048 -2.86276 0.0285 0.0198 -0.1538
H -0.21953 -1.26109 -2.91497 0.5911 -0.0119 0.3247
O -1.46757 1.48808 -0.61984 -1.0406 0.0423 -0.8409
H -1.53316 2.42173 -0.40511 0.4785 -0.0246 0.5705
H -2.26568 1.27170 -1.10893 -0.1259 0.1958 -0.0188

Entry 4:
77
Properties=species:S:1:pos:R:3:forces:R:3 method="wB97M-V/def2-TZVPD" multiplicity=5 s2=6.08 lumo_energy_ev="0.1694 / -2.2847" orbital_gap_ev="4.608 / 4.937" charge=0 homo_energy_ev="-4.4 / -7.2" molar_mass_g_mol=818.36
Ir -0.05933 -0.33280 -0.47258 0.1927 -0.2712 -1.0185
C -5.16949 2.75864 3.91977 0.0274 -0.0282 -0.0151
C -3.99458 2.01828 3.34406 -0.0245 0.0221 0.0310
C -2.91318 1.64270 4.13974 -0.0444 0.0261 0.0014
C -1.83254 1.00492 3.58087 0.0196 0.0317 0.0570
C -1.76069 0.70276 2.20508 0.2557 -0.0717 0.0458
N -0.62642 0.09493 1.71599 -0.2541 -0.1511 0.1970
C -0.08056 -0.89947 2.51956 -0.0397 0.1201 0.0704
C -0.92831 -1.79697 3.19685 -0.0436 -0.0164 -0.0805
C -0.42975 -2.85431 3.92236 0.0793 -0.0595 0.0149
C 0.94680 -3.06973 4.02051 -0.0618 -0.0490 0.0472
C 1.49690 -4.25443 4.76947 -0.0523 0.0668 -0.0540
C 1.79087 -2.19564 3.35159 0.0832 -0.0945 0.0179
C 1.30267 -1.13637 2.60493 0.1012 0.0932 -0.0820
N 2.23605 -0.29758 1.95646 -0.1035 -0.0351 0.0739
C 3.49050 0.02424 2.36875 -0.0947 -0.0229 -0.0046
C 4.05378 0.77785 1.37796 0.0188 0.0798 -0.1690
C 3.06169 0.86750 0.37853 0.1436 0.1016 -0.0461
N 1.97119 0.22147 0.74124 0.1218 -0.0538 0.2691
C -2.85738 1.08634 1.40481 -0.0222 0.0221 -0.1945
C -3.93610 1.73587 1.98655 -0.0849 0.0436 -0.0112
N -2.94488 0.80447 0.02122 0.1071 -0.0069 0.1594
C -4.07816 0.73625 -0.72027 -0.0231 0.0193 0.1289
C -3.71597 0.72560 -2.03712 0.0138 -0.0281 -0.1581
C -2.31668 0.77404 -2.02759 0.0039 0.0559 -0.1462
N -1.85211 0.82216 -0.78703 -0.2096 -0.1152 0.2764
H -5.27258 2.56072 4.98595 0.0004 0.0012 -0.0087
H -6.09815 2.47380 3.42500 0.0169 0.0053 0.0053
H -5.04386 3.83631 3.79242 0.0029 -0.0093 0.0009
H -2.91659 1.86854 5.19939 -0.0018 -0.0084 -0.0234
H -0.98289 0.74229 4.19765 -0.0283 0.0132 -0.0261
H -1.99634 -1.68581 3.06222 0.0303 -0.0021 0.0174
H -1.11610 -3.54842 4.39370 0.0084 0.0357 -0.0006
H 0.88752 -4.47693 5.64540 0.0142 -0.0026 -0.0026
H 2.52232 -4.08050 5.09479 -0.0205 0.0051 -0.0113
H 1.49672 -5.14313 4.13317 -0.0011 0.0338 0.0003
H 2.85972 -2.37066 3.36896 -0.0221 0.0115 -0.0021
H 3.86953 -0.28560 3.32856 -0.0676 -0.0070 -0.0392
H 5.03832 1.21485 1.36764 -0.0657 -0.0235 0.0021
H 3.09727 1.37216 -0.57562 -0.0074 -0.0457 0.0830
H -4.75454 2.05427 1.35350 0.0214 -0.0072 0.0338
H -5.04885 0.67578 -0.25710 0.0775 0.0149 -0.0147
H -4.36211 0.64437 -2.89376 0.0312 -0.0038 0.0428
H -1.62233 0.74141 -2.85188 -0.0036 -0.0194 0.0344
C 1.41149 3.20031 -2.54424 0.0181 -0.0336 -0.0248
C 2.18464 2.60244 -3.53669 -0.0047 -0.0149 0.0293
C 2.29680 1.22154 -3.60455 0.0087 0.0238 -0.0264
C 1.62500 0.40767 -2.68237 0.0134 0.1063 0.0209
C 0.84137 1.01681 -1.67876 -0.0049 -0.0997 0.1663
C 0.74832 2.39946 -1.61577 0.0093 0.0096 -0.0563
C 1.70245 -1.03769 -2.63770 0.0409 -0.1482 0.0623
C 2.20078 -1.84281 -3.65661 -0.0108 -0.0167 0.0622
C 2.22023 -3.21117 -3.53535 -0.0062 -0.1072 0.0563
C 1.76302 -3.82753 -2.31485 0.0684 0.0632 -0.1374
C 1.80942 -5.20893 -2.10487 0.0228 0.0168 -0.0224
C 1.40504 -5.77666 -0.90715 -0.0018 0.0125 -0.0292
C 0.95630 -4.94808 0.11423 0.0074 -0.0138 0.0086
C 0.89679 -3.57466 -0.07001 0.0370 0.0214 0.0678
C 1.26685 -2.99235 -1.28488 0.0272 0.1367 -0.0082
N 1.19331 -1.61862 -1.46911 -0.2132 0.2231 0.1245
H 1.32880 4.28028 -2.49129 0.0094 -0.0533 -0.0043
H 2.71371 3.21884 -4.25468 -0.0232 -0.0287 0.0216
H 2.92901 0.77533 -4.36447 -0.0374 0.0241 0.0228
H 0.15528 2.86482 -0.83444 0.0145 -0.0253 -0.0147
H 2.55943 -1.37072 -4.56327 -0.0101 -0.0219 0.0347
H 2.59497 -3.83775 -4.33639 -0.0370 0.0290 0.0448
H 2.17805 -5.83586 -2.90961 -0.0054 -0.0004 0.0189
H 1.44525 -6.85004 -0.76846 0.0042 0.0257 -0.0077
H 0.64906 -5.37224 1.06517 0.0121 0.0326 -0.0432
H 0.53488 -2.93890 0.72604 0.0342 -0.0629 -0.0268
Cl -4.24536 -2.65885 1.07401 0.1155 -0.0350 -0.0746
C -3.19818 -3.43194 -0.17286 0.0355 -0.1115 0.0564
C -2.13424 -2.47992 -0.70424 -0.0417 0.4072 0.1202
O -2.03195 -2.32805 -1.91522 0.0970 0.0453 0.0979
O -1.44329 -1.90322 0.21419 -0.1765 -0.0508 -0.0850
H -3.83968 -3.76092 -0.98022 -0.0561 0.0096 -0.0170
H -2.71158 -4.28296 0.29755 -0.0418 -0.0328 0.0603

Entry 5:
90
Properties=species:S:1:pos:R:3:forces:R:3 method="wB97M-V/def2-TZVPD" multiplicity=2 s2=1.18 lumo_energy_ev="-4.7691 / -3.8854" orbital_gap_ev="6.225 / 6.812" charge=+1 homo_energy_ev="-11.0 / -10.7" molar_mass_g_mol=1039.99
Re 1.30028 -2.28168 -0.75414 0.3250 0.0959 -0.3648
C -0.15376 -6.30992 0.03858 0.0050 0.0259 -0.0002
C -0.17427 -4.87466 -0.37375 0.0394 0.0021 0.0199
O 0.88323 -4.20926 -0.23496 -0.0644 0.0372 -0.0739
C -1.37147 -4.28955 -0.87642 0.0291 -0.0369 0.0423
C -1.50500 -3.03846 -1.39296 0.0374 0.1568 -0.0340
C -2.83611 -2.55444 -1.86670 0.0111 -0.0156 0.0036
N -0.43568 -2.13566 -1.52146 -0.2689 -0.0230 -0.0506
N -0.75148 -1.04255 -2.27913 -0.0449 -0.1530 0.0240
C 0.23362 -0.17512 -2.25227 -0.0119 0.0489 -0.1401
O 1.31719 -0.43584 -1.61319 -0.0045 0.0514 0.1490
C 0.11753 1.10208 -2.97526 -0.0214 0.0096 0.1203
C -1.10104 1.50148 -3.51738 0.0051 -0.0120 0.0056
C -1.20561 2.73090 -4.14536 0.0020 0.0022 -0.0155
C -0.09595 3.56064 -4.24087 -0.0019 -0.0077 0.0098
C 1.12324 3.15957 -3.71002 -0.0009 -0.0064 0.0113
C 1.23095 1.93321 -3.07445 0.0237 0.0033 -0.0275
H 0.86168 -6.61885 0.27103 -0.0023 0.0063 0.0006
H -0.56683 -6.93808 -0.75101 0.0063 0.0037 -0.0042
H -0.78419 -6.44525 0.92086 -0.0011 0.0015 -0.0046
H -2.25605 -4.91045 -0.86646 0.0054 -0.0002 0.0021
H -3.60437 -3.28580 -1.62958 0.0121 0.0029 -0.0002
H -2.81401 -2.37550 -2.94101 0.0037 0.0055 -0.0062
H -3.06471 -1.59935 -1.39315 0.0059 -0.0033 0.0092
H -1.95910 0.84958 -3.43015 0.0165 0.0056 -0.0084
H -2.15505 3.04539 -4.55871 0.0102 -0.0027 0.0107
H -0.18002 4.52076 -4.73308 -0.0022 -0.0035 -0.0014
H 1.98908 3.80303 -3.79426 -0.0007 -0.0046 0.0019
H 2.17540 1.60769 -2.65760 -0.0026 0.0060 0.0011
C 1.20031 -0.54662 3.73189 0.0031 0.0114 0.0329
C 1.76714 0.16541 2.68940 -0.0296 0.0500 -0.0102
C 1.67956 -0.34387 1.41115 -0.0735 0.0540 0.0201
N 1.09393 -1.52704 1.15858 0.0930 0.1154 -0.0981
C 0.55248 -2.22455 2.17194 -0.0090 -0.0302 -0.0050
C 0.57582 -1.75797 3.46548 -0.0147 0.0065 0.0128
H 1.24033 -0.16408 4.74335 -0.0015 -0.0014 -0.0092
H 2.24962 1.12053 2.84528 -0.0104 0.0000 0.0033
H 2.06573 0.19079 0.55560 0.0057 0.0130 -0.0180
H 0.10332 -3.17275 1.91629 0.0143 -0.0129 0.0025
H 0.12151 -2.34299 4.25196 0.0028 -0.0007 -0.0031
O -1.06253 0.42851 0.19402 0.0119 -0.0854 0.2150
P -1.57657 1.66782 0.85062 0.0212 0.0110 -0.1479
C -2.55333 2.67687 -0.27459 -0.0461 0.0226 -0.0029
C -2.51068 4.06815 -0.27242 0.0078 -0.0278 -0.0331
C -3.31722 4.78772 -1.14369 0.0005 0.0056 -0.0144
C -4.16563 4.12026 -2.01456 -0.0003 0.0058 -0.0049
C -4.20744 2.73135 -2.02395 -0.0045 -0.0163 0.0245
C -3.40255 2.01037 -1.15788 -0.0228 0.0310 0.0264
C -0.24524 2.73742 1.43764 0.0526 -0.0395 0.0044
C 0.78447 2.99323 0.52888 0.0048 -0.0231 -0.0240
C 1.88093 3.74907 0.91129 -0.0194 -0.0016 0.0060
C 1.95301 4.26281 2.20233 -0.0123 -0.0078 -0.0031
C 0.92780 4.02071 3.10521 0.0230 -0.0042 -0.0020
C -0.16945 3.25615 2.72601 0.0153 -0.0343 0.0054
C -2.64192 1.31032 2.25985 -0.0055 -0.0088 -0.0137
C -3.44816 2.28284 2.84891 -0.0168 0.0087 -0.0153
C -4.24462 1.95831 3.93542 -0.0040 0.0069 0.0039
C -4.24832 0.66014 4.43087 -0.0060 0.0033 0.0098
C -3.46157 -0.31550 3.83650 0.0092 -0.0018 -0.0195
C -2.65934 0.00893 2.75072 0.0123 0.0062 0.0416
H -1.84031 4.59270 0.39775 -0.0032 -0.0015 0.0068
H -3.28022 5.86914 -1.14407 -0.0004 -0.0036 0.0007
H -4.79515 4.68370 -2.69112 0.0001 -0.0019 0.0010
H -4.86756 2.21318 -2.70778 -0.0021 0.0025 -0.0013
H -3.41528 0.92607 -1.16852 -0.0020 0.0257 0.0067
H 0.72495 2.59217 -0.47894 0.0010 0.0181 0.0454
H 2.67599 3.94504 0.20321 -0.0013 0.0015 0.0021
H 2.80694 4.85729 2.50058 -0.0050 -0.0027 -0.0013
H 0.98042 4.42614 4.10736 0.0024 -0.0025 -0.0052
H -0.95659 3.05773 3.44216 -0.0102 -0.0021 -0.0034
H -3.46591 3.29152 2.45096 0.0076 -0.0093 0.0021
H -4.87048 2.71435 4.39099 0.0032 -0.0055 -0.0035
H -4.87598 0.40812 5.27581 0.0042 0.0026 -0.0065
H -3.48117 -1.33000 4.21420 0.0029 0.0048 -0.0041
H -2.04848 -0.74138 2.26465 0.0124 -0.0137 -0.0118
F 6.81879 -3.98493 1.54056 0.0164 0.0128 0.0118
C 5.91282 -3.21012 0.97344 -0.0091 -0.0230 -0.0439
F 5.35675 -2.43261 1.89605 0.0027 0.0089 0.0096
F 6.49802 -2.44087 0.06112 0.0106 0.0080 -0.0085
S 4.58129 -4.28919 0.19373 -0.1777 0.0748 0.1411
O 3.34559 -3.84017 0.79562 0.1697 0.0061 -0.1886
O 5.00728 -5.63229 0.35460 -0.0172 0.0099 -0.0712
N 4.64894 -3.89054 -1.37555 -0.0288 0.2061 -0.0406
S 3.83829 -2.68570 -1.86943 0.0990 -0.2906 0.2880
O 3.61632 -1.60561 -0.89438 -0.1269 -0.2600 0.0914
O 2.50733 -3.00796 -2.45406 -0.0418 -0.0532 0.1664
C 4.85014 -2.02073 -3.26592 -0.0614 0.0062 0.0187
F 5.24491 -3.00709 -4.04066 -0.0090 -0.0263 -0.0523
F 4.09654 -1.17271 -3.94436 -0.0137 0.0494 -0.0187
F 5.88696 -1.39149 -2.74719 0.0661 0.0068 0.0049

Entry 6:
13
Properties=species:S:1:pos:R:3:forces:R:3 method="wB97M-V/def2-TZVPD" lumo_energy_ev=1.0746 orbital_gap_ev=10.854 charge=0 homo_energy_ev=-9.8 molar_mass_g_mol=72.11
C -1.67035 -0.25170 0.26961 -0.0585 -0.0304 0.0545
C -0.50768 0.32744 -0.52972 -0.0574 -0.0118 -0.1097
C 0.78372 0.55137 0.30005 0.0680 0.0757 -0.0067
C 1.83999 -0.36274 -0.26684 0.0977 0.1354 -0.2434
O 2.72549 -0.00488 -1.00575 -0.2567 -0.1778 0.4014
H -2.08967 0.49158 0.95583 0.0769 -0.1070 -0.0480
H -1.34656 -1.11215 0.86581 -0.0620 0.0828 -0.0964
H -2.47124 -0.58755 -0.39698 0.0756 0.0742 0.1239
H -0.28171 -0.34749 -1.36482 -0.0437 0.0790 0.0732
H -0.80819 1.27212 -0.99281 0.0588 -0.1156 0.0580
H 1.13805 1.58336 0.23178 -0.0398 -0.1495 -0.0075
H 0.60370 0.31046 1.35545 0.0372 0.0057 -0.1654
H 1.69432 -1.44450 -0.03762 0.1040 0.1393 -0.0340